Here is an isolated ion of composition C5H8IN6 and charge +1 in a non-equilibrium geometry from the Open Molecules 2025 dataset. Energies are from wB97M-V/def2-TZVPD.

Results
- strongest force on any atom (eV Å⁻¹) = 5.48
- energy relative to the best compared isomer or geometry (same formula, charge and spin) (kcal per mole) = 12.0
- charge = +1
- HOMO energy (eV) = -12.33
- gap between HOMO and LUMO (eV) = 9.5
- E_tot (eV) = -22348.61029

Geometry as XYZ:
```
20
C5H8IN6 | the Open Molecules 2025 dataset | wB97M-V/def2-TZVPD
C -1.15 -0.63 0.03
C -0.41 -1.82 -0.08
C -2.46 -1.02 -0.13
C 1.82 -0.95 0.22
C -0.65 0.72 -0.01
N -1.27 -2.83 -0.10
N -2.49 -2.34 -0.09
N 0.92 -2.02 0.06
N 1.34 0.25 0.20
N -0.45 1.26 -1.29
N -0.88 1.64 0.95
I -4.18 0.20 0.01
H 2.81 -1.24 0.33
H -3.31 -2.87 -0.30
H 1.25 -3.04 0.02
H 1.91 1.09 0.07
H -0.35 2.28 -1.31
H 0.07 0.81 -1.93
H -1.01 1.48 1.91
H -1.28 2.47 0.57
```